C24H68AsF6N5O5 as an isolated structure. Source: the OMol25 dataset; level of theory: wB97M-V/def2-TZVPD.

XYZ file:
```
109
Properties=species:S:1:pos:R:3:lowdin_charge:R:1
C -15.47 -15.94 -0.46 -0.04
C -14.81 -15.21 0.70 -0.17
N -14.23 -13.85 0.38 -0.27
C -13.02 -14.03 -0.49 0.05
C -15.23 -13.01 -0.40 -0.17
C -16.57 -12.80 0.25 -0.05
C -13.93 -13.10 1.66 -0.09
C -12.88 -13.74 2.52 -0.20
O -11.62 -13.30 2.05 -0.21
C -10.52 -13.94 2.69 -0.07
H -14.74 -16.25 -1.21 0.09
H -16.19 -15.35 -1.02 0.08
H -16.00 -16.80 -0.06 0.10
H -14.01 -15.86 1.04 0.13
H -15.55 -15.08 1.49 0.12
H -12.34 -14.69 0.04 0.11
H -12.53 -13.06 -0.56 0.12
H -13.32 -14.42 -1.45 0.12
H -15.31 -13.45 -1.39 0.13
H -14.71 -12.06 -0.57 0.14
H -17.29 -12.56 -0.53 0.11
H -16.59 -11.99 0.97 0.08
H -16.98 -13.72 0.66 0.08
H -14.87 -13.10 2.22 0.12
H -13.69 -12.08 1.38 0.15
H -12.96 -14.82 2.39 0.12
H -13.01 -13.50 3.57 0.12
H -9.70 -14.01 1.97 0.11
H -10.76 -14.97 2.95 0.10
H -10.16 -13.40 3.56 0.07
C -16.77 -14.61 9.32 -0.01
C -16.27 -13.22 9.64 -0.35
C -16.75 -12.63 10.95 -0.17
O -16.32 -11.28 11.06 -0.22
C -16.38 -10.82 12.42 -0.05
N -14.80 -13.15 9.50 0.25
H -14.36 -13.89 10.06 0.19
H -14.53 -13.21 8.52 0.16
H -14.44 -12.26 9.87 0.16
H -16.45 -15.33 10.07 0.11
H -16.48 -14.86 8.30 0.08
H -17.86 -14.64 9.27 0.10
H -16.67 -12.50 8.90 0.14
H -16.42 -13.27 11.78 0.15
H -17.84 -12.63 10.99 0.15
H -15.49 -11.11 12.99 0.11
H -17.33 -11.05 12.89 0.11
H -16.26 -9.74 12.37 0.06
C -10.23 -9.03 5.64 -0.03
C -10.06 -9.73 4.31 -0.30
C -8.81 -10.58 4.22 -0.19
O -8.78 -11.28 3.00 -0.21
C -8.17 -10.56 1.93 -0.05
N -11.25 -10.67 4.11 0.23
H -11.12 -11.15 3.21 0.14
H -11.40 -11.39 4.82 0.15
H -12.09 -10.09 4.10 0.15
H -10.39 -9.74 6.45 0.09
H -11.05 -8.31 5.58 0.09
H -9.36 -8.45 5.96 0.11
H -10.18 -9.03 3.48 0.16
H -8.81 -11.32 5.03 0.15
H -7.93 -9.94 4.37 0.15
H -8.37 -11.10 1.01 0.10
H -7.10 -10.49 2.12 0.11
H -8.51 -9.52 1.84 0.09
C -20.15 -11.83 2.84 -0.01
C -20.20 -12.20 4.31 -0.30
C -19.33 -13.37 4.71 -0.19
O -19.66 -13.67 6.05 -0.19
C -19.22 -14.94 6.47 -0.07
N -19.83 -11.02 5.17 0.24
H -19.04 -10.46 4.84 0.15
H -20.64 -10.39 5.22 0.18
H -19.59 -11.33 6.12 0.16
H -20.16 -12.71 2.21 0.10
H -19.26 -11.25 2.57 0.09
H -20.99 -11.18 2.58 0.10
H -21.21 -12.48 4.61 0.17
H -18.25 -13.20 4.66 0.12
H -19.60 -14.21 4.05 0.14
H -19.79 -15.32 7.31 0.10
H -18.16 -14.87 6.74 0.07
H -19.37 -15.70 5.70 0.10
C -17.33 -8.12 7.94 -0.03
C -16.54 -7.82 9.18 -0.32
C -17.24 -7.56 10.49 -0.21
O -16.27 -7.45 11.48 -0.20
C -16.81 -7.10 12.76 -0.05
N -15.38 -8.76 9.32 0.23
H -15.66 -9.72 9.59 0.13
H -14.81 -8.80 8.48 0.15
H -14.78 -8.47 10.10 0.17
H -16.69 -8.23 7.07 0.07
H -18.08 -7.35 7.76 0.11
H -17.91 -9.05 8.05 0.08
H -16.05 -6.85 9.00 0.17
H -17.99 -8.33 10.73 0.15
H -17.84 -6.65 10.36 0.15
H -16.01 -6.77 13.41 0.11
H -17.29 -7.95 13.26 0.09
H -17.53 -6.29 12.65 0.11
As -15.41 -11.12 5.54 0.71
F -16.90 -10.33 5.88 -0.24
F -15.90 -12.51 6.49 -0.26
F -13.94 -11.96 5.11 -0.26
F -14.78 -9.77 4.73 -0.21
F -14.73 -10.56 7.07 -0.27
F -16.14 -11.81 4.15 -0.23
```

Properties
Total charge: +4
Frontier orbital gap (eV): 9.5
E_tot (Ha): -4438.96899
LUMO energy (eV): -8.89
Energy relative to the best compared isomer or geometry (same formula, charge and spin) (kJ/mol): 0.00